Molecular formula: C28H32N2O4S
Method: DFT, the ωB97M-V functional and the def2-TZVPD basis

E_tot: -51561.543 eV
Energy relative to the best compared isomer or geometry (same formula, charge and spin): 28.6 kJ/mol
Frontier orbital gap: 8.821 eV

Geometry as ORCA input:
```
! wB97M-V def2-TZVPD RIJCOSX def2/J DEFGRID3
* xyz 0 1
C 4.87 3.43 -0.81
C 3.69 2.48 -0.95
C 3.43 1.58 0.27
C 3.04 2.41 1.50
C 4.63 0.69 0.59
N 2.29 0.74 -0.10
C 1.71 -0.19 0.68
O 2.11 -0.55 1.76
C 0.38 -0.75 0.11
C -0.58 0.41 0.09
C -0.66 1.27 -1.00
C -1.53 2.35 -0.97
C -2.33 2.60 0.13
C -3.30 3.74 0.14
C -2.22 1.75 1.23
C -1.36 0.68 1.21
N 0.54 -1.39 -1.19
C 1.84 -1.90 -1.57
C 2.38 -2.84 -0.54
C 1.72 -3.83 0.13
C 2.54 -4.53 1.04
C 3.82 -4.07 1.04
S 4.04 -2.77 -0.06
C -0.53 -1.79 -1.95
O -0.38 -2.33 -3.02
C -1.89 -1.48 -1.42
C -2.73 -0.64 -2.15
C -4.00 -0.36 -1.69
C -4.46 -0.92 -0.51
C -3.64 -1.78 0.21
C -2.36 -2.07 -0.26
O -4.03 -2.35 1.40
C -5.16 -1.71 1.96
C -6.23 -1.48 0.90
O -5.74 -0.61 -0.10
H 4.73 4.11 0.03
H 5.80 2.89 -0.66
H 4.97 4.03 -1.71
H 2.79 3.07 -1.14
H 3.86 1.84 -1.82
H 3.87 3.02 1.84
H 2.19 3.05 1.28
H 2.76 1.73 2.31
H 4.95 0.15 -0.30
H 5.46 1.29 0.95
H 4.35 -0.03 1.35
H 1.78 1.03 -0.92
H 0.05 -1.48 0.86
H -0.09 1.08 -1.89
H -1.60 3.00 -1.84
H -3.03 4.49 -0.60
H -4.30 3.37 -0.10
H -3.35 4.21 1.12
H -2.83 1.94 2.10
H -1.28 0.03 2.07
H 2.55 -1.09 -1.73
H 1.69 -2.43 -2.52
H 0.68 -4.05 -0.03
H 2.20 -5.33 1.66
H 4.65 -4.41 1.63
H -2.37 -0.21 -3.07
H -4.66 0.29 -2.24
H -1.77 -2.77 0.31
H -5.52 -2.37 2.75
H -4.86 -0.74 2.39
H -7.11 -1.01 1.32
H -6.50 -2.45 0.45
*
```